Record 1
{"formula": "CH11FeN2", "method": "wB97M-V/def2-TZVPD", "species": ["H", "N", "H", "H", "C", "H", "N", "H", "H", "H", "Fe", "H", "H", "H", "H"], "positions_angstrom": [[1.279, -1.015, -0.509], [0.202, 0.211, 1.943], [-1.197, -1.768, 1.031], [-1.194, 1.428, -0.176], [1.351, -0.280, -1.425], [1.045, 0.774, 1.913], [-1.487, 0.507, -0.547], [0.574, -0.260, -2.207], [0.306, -0.409, 2.741], [1.700, 0.777, -1.308], [-0.173, -0.990, 0.172], [2.147, -0.780, -1.963], [-1.531, 0.614, -1.565], [-2.437, 0.355, -0.235], [-0.584, 0.834, 2.134]], "homo_ha": [0.032, -0.071], "homo_lumo_gap_ev": [3.22, 5.96], "relative_energy_kj_mol": 0.0, "charge": -1, "multiplicity": 5}



Record 2
{"formula": "C25H55F6O19SV2", "method": "wB97M-V/def2-TZVPD", "species": ["H", "H", "H", "H", "H", "H", "H", "H", "H", "O", "O", "H", "H", "C", "H", "F", "H", "C", "C", "C", "H", "C", "O", "H", "O", "C", "C", "H", "H", "C", "H", "F", "V", "F", "C", "O", "C", "H", "H", "H", "C", "O", "C", "O", "C", "C", "H", "C", "H", "O", "O", "H", "H", "C", "H", "O", "O", "C", "H", "O", "C", "S", "H", "O", "H", "H", "H", "H", "H", "H", "H", "V", "H", "C", "O", "H", "H", "F", "H", "F", "H", "H", "F", "H", "O", "C", "H", "H", "H", "H", "O", "H", "C", "H", "C", "H", "C", "H", "C", "H", "O", "H", "O", "C", "O", "H", "H", "H"], "positions_angstrom": [[-2.355, -21.314, -8.136], [-10.949, -35.335, -7.786], [3.368, -22.605, -19.774], [-13.350, -27.346, 2.006], [-6.142, -22.511, -10.277], [-14.148, -26.327, 0.831], [-7.414, -18.967, -6.544], [-9.110, -24.305, -9.711], [-10.703, -27.804, -1.905], [-15.453, -29.185, -6.473], [2.074, -23.487, -17.331], [-6.739, -33.608, -7.177], [-5.462, -23.537, -12.311], [-6.720, -34.697, -7.192], [-3.719, -17.136, -6.654], [-4.454, -27.407, -9.882], [-12.546, -26.703, -0.911], [-15.815, -29.390, -9.004], [-16.802, -29.450, -6.064], [-2.063, -20.281, -8.330], [-7.889, -36.367, -6.276], [-6.009, -22.601, -12.420], [-7.824, -23.277, -11.037], [-4.251, -17.937, -5.307], [-6.752, -35.332, -8.418], [-3.169, -19.192, -6.623], [-6.802, -22.321, -11.124], [-13.165, -28.190, -0.452], [-5.612, -23.092, -14.859], [-10.671, -28.412, -1.000], [-6.118, -19.539, -5.499], [-3.945, -29.179, -11.066], [-9.191, -34.590, -11.408], [2.145, -24.921, -14.565], [-7.971, -35.317, -6.557], [-6.970, -22.673, -13.503], [1.950, -22.282, -18.111], [-8.804, -22.556, -9.353], [-16.816, -31.525, -10.820], [-1.113, -20.124, -7.818], [-15.065, -29.757, -7.715], [-17.018, -30.095, -9.155], [-6.422, -22.367, -14.786], [-9.084, -35.088, -7.401], [-6.498, -18.668, -6.034], [-5.482, -35.509, -9.003], [-6.014, -21.359, -14.712], [-16.951, -31.454, -9.741], [-9.632, -28.680, -0.806], [0.256, -23.025, -16.002], [-9.899, -25.933, -15.311], [-14.064, -24.891, 2.694], [-15.163, -29.671, -9.831], [-8.377, -23.498, -9.696], [1.959, -23.644, -19.823], [-11.498, -25.880, -13.224], [-10.587, -33.864, -11.612], [-12.569, -27.370, -0.049], [-5.174, -21.921, -12.586], [-6.662, -30.505, -10.670], [-4.574, -28.758, -10.008], [-6.534, -29.088, -10.244], [-8.280, -34.874, -5.610], [-2.917, -19.220, -8.047], [-15.032, -30.836, -7.563], [-6.710, -17.836, -5.363], [2.623, -21.490, -17.784], [-7.614, -23.768, -8.965], [-16.087, -28.345, -9.148], [-7.036, -22.519, -15.674], [-17.484, -29.124, -6.849], [-10.092, -25.486, -13.777], [-16.917, -30.515, -5.862], [-12.976, -24.935, 2.756], [-5.536, -18.119, -6.938], [-4.968, -36.278, -8.426], [-11.185, -29.339, -1.251], [-4.122, -29.404, -8.967], [-3.579, -20.118, -6.221], [2.265, -25.962, -16.461], [-10.269, -36.488, -6.562], [-2.260, -18.874, -6.113], [0.308, -25.703, -15.525], [-5.860, -34.967, -6.579], [-7.123, -28.843, -8.914], [-4.194, -18.079, -6.386], [-12.624, -23.913, 2.894], [1.811, -21.958, -20.137], [0.908, -21.965, -18.157], [-5.517, -35.856, -10.036], [-12.414, -25.576, 1.620], [-4.895, -34.590, -9.005], [1.206, -23.755, -16.382], [-10.752, -34.795, -6.118], [-10.343, -35.450, -6.887], [-14.025, -29.459, -7.850], [-13.173, -26.693, 1.152], [-17.016, -28.830, -5.194], [2.318, -22.671, -19.487], [-12.791, -25.535, 3.648], [-6.968, -28.144, -11.251], [-16.132, -31.980, -9.250], [-8.500, -34.805, -12.858], [1.502, -25.119, -15.731], [-11.216, -27.834, 0.165], [-1.832, -20.156, -9.387], [-7.241, -21.325, -11.069], [-17.914, -31.908, -9.507]], "homo_ha": -0.367, "homo_lumo_gap_ev": 2.62, "relative_energy_kj_mol": 1314.2, "charge": 1}



Record 3
{"formula": "C7H14", "method": "wB97M-V/def2-TZVPD", "species": ["C", "H", "H", "C", "C", "C", "H", "C", "H", "H", "H", "H", "H", "H", "C", "H", "H", "H", "H", "C", "H"], "positions_angstrom": [[-0.604, -0.896, -1.545], [2.325, 1.714, 1.090], [0.009, -1.794, -1.679], [-0.368, -0.220, -0.185], [1.288, 1.367, 1.070], [2.025, -0.623, -0.254], [1.056, 1.130, -1.065], [-0.503, -1.274, 0.927], [-1.517, -1.691, 0.919], [1.128, 0.803, 1.992], [0.643, 2.250, 1.077], [-1.652, -1.205, -1.628], [0.210, -2.095, 0.798], [2.032, -0.933, -1.321], [-1.441, 0.857, 0.014], [-1.410, 1.286, 1.020], [-2.434, 0.414, -0.127], [-0.324, -0.844, 1.917], [-0.395, -0.212, -2.375], [1.054, 0.491, -0.164], [-1.331, 1.669, -0.713]], "homo_ha": [-0.314, -0.314], "homo_lumo_gap_ev": [8.34, 8.33], "relative_energy_kj_mol": 388.3}



Record 4
{"formula": "C14H26F3INO2", "method": "wB97M-V/def2-TZVPD", "species": ["C", "H", "H", "H", "H", "C", "H", "N", "H", "O", "H", "H", "O", "C", "C", "C", "H", "H", "I", "H", "C", "C", "H", "H", "H", "H", "H", "F", "C", "C", "C", "C", "H", "C", "H", "H", "H", "C", "F", "H", "H", "H", "H", "H", "C", "F", "H"], "positions_angstrom": [[1.128, 0.923, -2.732], [4.339, 0.519, -2.233], [-2.751, 1.347, -2.108], [0.754, -1.593, -2.504], [3.801, -1.351, -1.970], [1.000, 0.376, -1.201], [0.484, -3.881, -1.352], [-1.712, -1.154, -0.775], [1.636, 0.569, 0.939], [-2.093, 1.706, 4.163], [-0.106, 1.752, 0.385], [-2.504, 1.429, 1.586], [-2.276, -1.214, -1.990], [-2.632, 2.828, 4.838], [4.295, -0.390, -1.462], [2.147, 0.780, -0.127], [1.062, -2.864, 0.853], [-0.703, 2.024, -1.362], [2.678, 2.915, 0.046], [-3.131, 2.047, -0.407], [-0.018, -2.355, 0.898], [-2.971, 1.020, -0.992], [-3.722, 2.764, 4.819], [0.080, -1.467, 1.649], [3.307, -1.078, 0.461], [1.766, -1.883, -0.968], [-0.740, -3.224, 1.263], [1.270, 2.373, -2.934], [-0.450, -1.940, -0.629], [-1.973, 0.386, 1.346], [-0.613, -3.411, -1.418], [-0.364, 1.153, -0.618], [4.293, 0.511, 0.666], [3.541, -0.038, -0.078], [-2.313, 3.744, 4.334], [-0.929, 0.447, 1.924], [-2.287, 2.831, 5.875], [0.838, -1.245, -1.362], [2.128, 0.260, -3.596], [5.407, -0.706, -1.212], [-0.823, -3.292, -2.564], [-1.125, 1.790, 4.196], [-3.962, 0.415, -0.858], [-2.587, -0.519, 1.762], [-1.652, 0.256, -0.293], [-0.194, 0.589, -3.400], [-1.325, -4.149, -0.857]], "homo_ha": [-0.328, -0.354], "homo_lumo_gap_ev": [9.09, 9.55], "multiplicity": 2}



Record 5
{"formula": "C26H42INO7", "method": "wB97M-V/def2-TZVPD", "species": ["H", "C", "H", "N", "H", "C", "H", "O", "C", "C", "H", "H", "H", "C", "C", "H", "C", "C", "C", "H", "H", "H", "C", "H", "H", "H", "H", "H", "H", "C", "C", "H", "C", "C", "H", "H", "H", "H", "C", "C", "C", "H", "I", "H", "H", "H", "H", "H", "C", "H", "H", "C", "C", "H", "O", "C", "C", "C", "C", "H", "H", "H", "C", "O", "H", "H", "H", "O", "H", "H", "O", "H", "O", "H", "H", "C", "O"], "positions_angstrom": [[0.465, 3.370, 0.951], [-1.120, 1.800, 0.479], [-3.138, -3.015, -3.749], [-5.339, -1.432, -4.639], [3.874, 3.114, 4.597], [-5.477, -1.975, -5.996], [-4.527, 0.103, -3.518], [-5.192, -4.337, -5.435], [2.008, 0.233, 0.141], [2.040, -1.355, 0.541], [-1.402, -3.046, -4.011], [-0.939, -0.575, 0.359], [-2.470, -2.810, -5.405], [3.459, 1.132, 3.334], [5.098, 0.928, 8.306], [4.970, 3.851, 2.864], [-3.068, 0.148, -0.203], [-6.108, -3.377, -5.978], [1.461, 1.241, 1.310], [2.862, 0.184, 3.739], [2.175, -4.612, 1.796], [2.420, 5.152, 1.330], [-4.501, -0.228, -4.560], [-1.704, 2.598, -0.190], [-1.109, 0.419, -1.338], [-7.071, -3.381, -5.454], [-5.569, 0.287, 0.375], [1.313, 0.319, -0.826], [0.792, 2.429, -0.649], [3.407, 5.402, 1.943], [3.581, 2.808, 1.230], [-4.935, -2.142, -4.037], [3.131, -4.271, 2.405], [-4.482, 0.028, -0.044], [2.379, 2.393, 6.363], [3.101, 0.497, -0.257], [5.847, 0.585, 9.140], [1.043, -1.876, 0.165], [3.419, -2.679, 2.068], [2.582, 2.028, 2.270], [-1.406, 0.338, -0.206], [2.435, 0.578, 5.849], [2.994, 6.090, 3.981], [-2.574, 0.627, -4.925], [-4.964, 0.563, -5.161], [3.913, 6.319, 1.373], [-1.649, 1.857, 1.541], [2.906, -1.846, -0.118], [-5.582, -4.826, -4.159], [-6.619, -5.174, -4.167], [-2.897, -0.697, -6.016], [0.450, 2.272, 0.483], [3.109, 1.520, 6.038], [-6.108, -1.304, -6.589], [-0.168, 1.879, 4.542], [3.964, 1.950, 4.667], [4.398, 4.078, 1.868], [-2.333, -2.581, -4.344], [-3.020, -0.373, -4.977], [5.101, 1.718, 4.941], [-4.934, -5.670, -3.906], [-4.505, -2.058, -6.490], [0.612, 1.805, 3.432], [0.565, 0.749, 2.366], [2.897, -4.340, 3.572], [4.071, -4.914, 2.094], [3.080, 3.168, 0.234], [1.705, 2.800, 3.175], [-5.451, -4.058, -3.392], [5.239, 4.364, 1.070], [4.704, -2.252, 1.938], [4.408, 2.012, 0.904], [-2.244, -1.184, -4.094], [-6.297, -3.682, -7.013], [4.424, 0.715, 2.806], [4.113, 1.265, 7.333], [2.381, -1.645, 1.941]], "homo_ha": -0.319, "homo_lumo_gap_ev": 8.90, "smiles": "C#CCCC[C@]1(CCCI)OC(=O)O[C@]1(CCCC#C)CCOC(C)=O.COCCNCCOC"}